1.
Formula: H17O9
Source: the Open Molecules 2025 dataset
Level of theory: the ωB97M-V functional and the def2-TZVPD basis

## Properties
Total charge: -1
E_tot, eV: -18705.0371
Energy relative to the best compared isomer or geometry (same formula, charge and spin), kcal per mole: 34.3
HOMO, eV: -6.4
Multiplicity: 1

Last column: Mulliken charge in e.
Positions of all 26 atoms, in Å:
O1 0.713 -1.878 0.807  -0.635
H1 -3.433 -0.697 -1.935  0.267
H2 -0.028 0.102 -0.353  0.356
O2 2.507 -2.064 -1.589  -0.698
H3 2.720 -2.702 -0.878  0.292
O3 0.740 2.086 -2.457  -0.670
H4 1.404 1.498 -1.973  0.357
H5 -2.239 -0.128 -1.224  0.473
O4 2.432 0.375 2.156  -0.680
H6 -2.369 -0.289 1.962  0.316
H7 2.892 1.201 2.097  0.279
O5 -0.816 -0.536 -0.678  -0.883
H8 1.336 -1.378 0.303  0.226
H9 1.952 0.243 1.325  0.463
O6 -2.645 -0.766 2.746  -0.626
H10 0.292 1.309 -2.872  0.292
H11 -2.433 -1.636 2.409  0.320
O7 -3.100 0.156 -1.650  -0.672
H12 -0.350 -1.059 -1.361  0.351
H13 2.599 -1.151 -1.170  0.401
O8 -1.773 2.528 1.533  -0.642
H14 -1.365 1.734 1.865  0.293
H15 -1.686 2.438 0.588  0.334
O9 1.733 0.243 -0.649  -1.035
H16 2.478 0.916 -0.619  0.136
H17 -0.201 -1.766 0.484  0.383

=====

2.
Formula: C2HBrN2S
Source: the Open Molecules 2025 dataset
Level of theory: the ωB97M-V functional and the def2-TZVPD basis

## Properties
E_tot, eV: -85944.6290
Energy relative to the best compared isomer or geometry (same formula, charge and spin), kcal per mole: 57.1
HOMO, eV: -8.8
Multiplicity: 1

Last column: Mulliken charge in e.
Positions of all 7 atoms, in Å:
S1 3.474 -2.794 -0.165  -0.148
N1 3.744 -1.283 0.151  -0.090
C1 3.991 -0.207 0.602  0.198
Br1 4.440 1.403 -0.110  0.033
C2 0.196 -0.313 -0.678  0.064
N2 0.309 0.194 0.301  -0.304
H1 -0.043 -0.831 -1.634  0.247

=====

3.
Formula: C4H8NO2
Source: the Open Molecules 2025 dataset
Level of theory: the ωB97M-V functional and the def2-TZVPD basis

## Properties
Total charge: -1
E_tot, eV: -9856.3794
Energy relative to the best compared isomer or geometry (same formula, charge and spin), kcal per mole: 193.9
HOMO, eV: -3.4
Multiplicity: 1

Last column: Mulliken charge in e.
Positions of all 15 atoms, in Å:
O1 -3.062 0.068 -0.385  -0.678
C1 -1.841 -0.342 -0.727  0.182
C2 -0.829 -0.354 0.129  0.001
C3 0.610 -0.723 -0.286  -0.501
C4 1.877 0.423 -0.254  -0.538
O2 2.927 -0.259 -0.665  -0.732
N1 -1.129 -0.176 1.537  -0.634
H1 -1.538 -0.565 -1.838  0.203
H2 0.287 1.549 -0.059  0.219
H3 0.679 -0.881 -1.418  0.117
H4 0.953 -1.617 0.197  0.340
H5 1.871 1.425 -0.772  0.259
H6 1.988 0.799 0.881  0.167
H7 -0.556 0.529 2.080  0.313
H8 -2.238 0.125 1.580  0.282

=====

4.
Formula: C30H32Cl2IrN3O3Te
Source: the Open Molecules 2025 dataset
Level of theory: the ωB97M-V functional and the def2-TZVPD basis

## Properties
Total charge: +1
E_tot, eV: -77412.8079
Energy relative to the best compared isomer or geometry (same formula, charge and spin), kcal per mole: 44.8
HOMO (spin up / spin down), eV: -9.8 / -9.8
Expectation value of S²: 0.76
Multiplicity: 2

Last column: Mulliken charge in e.
Positions of all 72 atoms, in Å:
Ir1 1.035 -1.486 -2.531  1.066
Cl1 2.339 -6.419 -2.799  -0.198
C1 3.395 -5.075 -2.646  0.412
C2 4.784 -5.254 -2.651  -0.630
C3 5.629 -4.189 -2.528  0.672
Cl2 7.338 -4.454 -2.563  -0.238
C4 5.121 -2.880 -2.383  -0.119
C5 5.913 -1.729 -2.249  -0.479
C6 5.298 -0.505 -2.150  -1.057
C7 3.910 -0.417 -2.174  -0.197
N1 3.126 -1.480 -2.290  -0.381
C8 3.717 -2.716 -2.396  0.240
C9 2.830 -3.808 -2.542  0.322
O1 1.555 -3.583 -2.588  -0.869
H1 5.192 -6.249 -2.766  0.464
H2 6.992 -1.809 -2.231  0.447
H3 5.885 0.399 -2.070  0.451
H4 3.396 0.532 -2.098  0.711
N2 -0.666 -2.497 -1.582  -0.557
H5 -1.340 -1.962 -1.047  0.006
H6 -0.381 -3.326 -1.069  0.389
H7 -1.114 -2.807 -2.441  0.417
O2 1.537 1.246 -1.869  -0.511
C10 0.630 0.562 -2.303  0.356
C11 -2.624 0.313 -3.922  -1.045
C12 -1.251 -0.012 -3.430  0.876
O3 -0.739 -1.155 -3.693  -0.905
N3 -0.636 0.876 -2.688  -0.345
Te1 -2.196 1.144 -0.180  0.957
C13 -3.239 0.948 1.646  -0.064
C14 -3.286 2.020 2.553  0.987
C15 -2.605 3.341 2.295  -1.502
C16 -4.022 1.864 3.720  -0.984
C17 -4.709 0.689 4.009  0.516
C18 -5.502 0.538 5.275  -1.537
C19 -4.655 -0.351 3.085  -0.794
C20 -3.941 -0.240 1.904  0.920
C21 -3.911 -1.419 0.961  -1.624
C22 -0.342 1.721 0.607  0.729
C23 0.357 0.817 1.422  0.538
C24 -0.172 -0.556 1.752  -1.106
C25 1.618 1.181 1.862  -1.039
C26 2.187 2.407 1.524  0.586
C27 3.561 2.779 2.006  -1.634
C28 1.474 3.266 0.700  -0.718
C29 0.217 2.942 0.214  1.001
C30 -0.467 3.896 -0.727  -2.198
H8 -2.791 -0.149 -4.893  0.379
H9 -2.772 1.386 -3.969  0.334
H10 -3.351 -0.122 -3.230  0.186
H11 -2.737 3.658 1.259  0.269
H12 -1.534 3.275 2.495  0.294
H13 -3.018 4.114 2.940  0.471
H14 -4.067 2.692 4.417  0.363
H15 -5.524 1.466 5.842  0.358
H16 -5.063 -0.240 5.904  0.339
H17 -6.525 0.234 5.050  0.382
H18 -5.191 -1.272 3.290  0.466
H19 -4.791 -2.042 1.101  0.475
H20 -3.028 -2.035 1.159  0.254
H21 -3.886 -1.104 -0.085  0.266
H22 -0.233 -1.146 0.832  -0.041
H23 -1.159 -0.507 2.215  0.184
H24 0.493 -1.072 2.441  0.523
H25 2.184 0.478 2.463  0.388
H26 3.930 2.069 2.743  0.389
H27 3.555 3.774 2.452  0.385
H28 4.258 2.803 1.166  0.326
H29 1.921 4.207 0.398  0.489
H30 0.268 4.330 -1.402  0.518
H31 -0.953 4.711 -0.185  0.395
H32 -1.220 3.388 -1.334  0.271

=====

5.
Formula: C5H9NO
Source: the Open Molecules 2025 dataset
Level of theory: the ωB97M-V functional and the def2-TZVPD basis

## Properties
E_tot, eV: -8868.0826
Energy relative to the best compared isomer or geometry (same formula, charge and spin), kcal per mole: 26.1
HOMO, eV: -9.6
Multiplicity: 1

Last column: Mulliken charge in e.
Positions of all 16 atoms, in Å:
C1 -1.319 0.623 0.907  -1.772
C2 -0.179 0.134 0.024  1.885
C3 0.686 1.328 -0.459  -1.573
C4 0.602 -1.002 0.699  -0.719
O1 1.079 -1.781 -0.411  -0.357
C5 0.207 -1.476 -1.403  -0.082
N1 -0.619 -0.529 -1.234  -0.710
H1 -1.867 1.440 0.430  0.399
H2 -0.912 1.002 1.854  0.358
H3 -2.024 -0.181 1.134  0.419
H4 1.770 1.108 -0.455  0.342
H5 0.391 1.515 -1.500  0.384
H6 0.495 2.241 0.129  0.372
H7 1.458 -0.726 1.322  0.313
H8 -0.094 -1.632 1.272  0.346
H9 0.325 -2.064 -2.309  0.396